# 1
{"formula": "C42H54BrFN2O7PS2", "method": "wB97M-V/def2-TZVPD", "symbols": ["C", "C", "C", "C", "C", "C", "C", "S", "C", "S", "N", "C", "C", "C", "C", "C", "C", "C", "C", "C", "C", "C", "C", "C", "O", "C", "C", "F", "C", "C", "C", "P", "O", "Br", "N", "C", "C", "O", "C", "C", "C", "C", "C", "C", "H", "H", "H", "H", "H", "H", "H", "H", "H", "H", "H", "H", "H", "H", "H", "H", "H", "H", "H", "H", "H", "H", "H", "H", "H", "H", "H", "H", "H", "H", "H", "H", "H", "H", "H", "H", "H", "H", "H", "H", "H", "H", "O", "C", "O", "C", "C", "C", "H", "H", "H", "H", "H", "H", "O", "C", "O", "C", "C", "C", "H", "H", "H", "H", "H", "H"], "xyz": [[-7.076, -1.651, -2.313], [-6.359, -2.529, -1.180], [-4.783, -2.504, -1.106], [-3.951, -1.197, -0.763], [-2.426, -1.795, -0.877], [-1.230, -0.772, -0.837], [-0.519, -0.616, 0.632], [1.156, -1.463, 0.694], [2.502, -0.242, 0.410], [2.081, 1.382, 0.162], [3.882, -0.775, 0.385], [4.609, -0.546, 1.650], [5.889, -1.423, 1.914], [6.788, -1.283, 3.166], [6.438, -0.218, 4.244], [5.149, 0.639, 4.030], [4.247, 0.480, 2.749], [4.574, -0.128, -0.761], [4.418, -0.837, -2.148], [5.166, -0.173, -3.343], [6.034, 1.102, -3.232], [6.185, 1.827, -1.841], [5.433, 1.173, -0.649], [-4.141, -0.162, -1.991], [-5.183, 0.825, -1.789], [-4.915, 1.675, -0.647], [-4.288, 3.048, -1.265], [-2.930, 2.890, -1.713], [-5.239, 3.674, -2.428], [-5.902, 5.056, -1.859], [-3.980, 0.995, 0.459], [-3.952, 1.880, 2.157], [-2.987, 0.952, 3.272], [-2.757, 3.835, 1.996], [-4.102, -0.526, 0.563], [-5.152, -1.000, 1.513], [-6.558, -0.239, 1.519], [-7.309, -0.016, 0.541], [-7.093, 0.346, 2.932], [-7.499, 1.867, 2.910], [-7.984, 2.519, 4.256], [-8.014, 1.607, 5.535], [-7.633, 0.099, 5.532], [-7.153, -0.540, 4.201], [-7.325, -0.581, -2.015], [-8.081, -2.165, -2.560], [-6.470, -1.608, -3.297], [-6.640, -3.622, -1.460], [-6.838, -2.419, -0.131], [-4.388, -2.900, -2.121], [-4.458, -3.324, -0.349], [-2.305, -2.477, -1.796], [-2.331, -2.509, 0.034], [-0.383, -1.189, -1.507], [-1.407, 0.293, -1.201], [-0.476, 0.474, 0.984], [-1.149, -1.174, 1.431], [6.196, -2.222, 1.148], [7.709, -1.970, 3.253], [7.077, -0.066, 5.171], [4.842, 1.434, 4.804], [3.325, 1.138, 2.654], [3.800, -1.796, -2.257], [5.066, -0.669, -4.361], [6.585, 1.527, -4.140], [6.797, 2.772, -1.685], [5.525, 1.696, 0.372], [-4.489, -0.812, -2.883], [-3.194, 0.363, -2.335], [-5.872, 2.033, -0.101], [-4.363, 3.812, -0.397], [-6.123, 3.005, -2.691], [-4.637, 3.960, -3.354], [-6.280, 4.932, -0.771], [-5.229, 5.963, -2.002], [-6.867, 5.190, -2.485], [-2.897, 1.165, 0.070], [-3.621, 0.708, 3.992], [-3.207, -0.755, 1.065], [-5.381, -2.120, 1.496], [-4.720, -0.842, 2.578], [-7.434, 2.508, 1.954], [-8.270, 3.634, 4.299], [-8.335, 2.077, 6.534], [-7.648, -0.566, 6.466], [-6.822, -1.633, 4.082], [4.620, -7.295, 2.593], [4.181, -6.186, 2.757], [3.247, -5.609, 1.951], [3.034, -4.255, 2.366], [3.488, -4.203, 3.806], [4.605, -5.224, 3.834], [3.624, -3.596, 1.721], [1.978, -4.001, 2.261], [3.797, -3.206, 4.124], [2.675, -4.531, 4.463], [5.567, -4.783, 3.559], [4.672, -5.722, 4.801], [8.612, 3.709, -4.201], [9.292, 3.049, -4.948], [9.286, 1.686, -4.988], [10.287, 1.235, -5.909], [10.531, 2.403, -6.835], [10.292, 3.594, -5.931], [11.182, 0.959, -5.344], [9.922, 0.358, -6.446], [11.522, 2.391, -7.291], [9.789, 2.399, -7.641], [11.197, 3.885, -5.394], [9.881, 4.440, -6.481]], "lumo_energy_ha": -0.131, "gap_ev": 6.09, "multiplicity": 1, "charge": 1, "de_lowest_kj_mol": 1637.5}

# 2
{"formula": "C42H54Cl5OsP3Si", "method": "wB97M-V/def2-TZVPD", "symbols": ["Os", "C", "C", "C", "P", "C", "C", "C", "C", "C", "C", "C", "C", "C", "Si", "C", "C", "C", "C", "C", "C", "P", "C", "C", "C", "C", "C", "C", "C", "C", "C", "C", "C", "C", "P", "C", "C", "C", "C", "C", "C", "H", "H", "H", "H", "H", "H", "H", "H", "H", "H", "H", "H", "H", "H", "H", "H", "H", "H", "H", "H", "H", "H", "H", "H", "H", "H", "H", "H", "H", "H", "H", "H", "H", "H", "H", "H", "H", "H", "H", "H", "H", "H", "H", "H", "H", "H", "H", "H", "H", "H", "H", "H", "H", "H", "Cl", "C", "C", "C", "Cl", "C", "Cl", "C", "Cl", "C", "Cl"], "xyz": [[11.396, 11.573, 10.738], [13.082, 16.184, 12.488], [13.121, 14.880, 11.593], [13.141, 15.319, 10.063], [11.628, 13.686, 11.844], [10.211, 14.837, 11.674], [8.979, 13.994, 12.181], [9.931, 15.614, 10.325], [11.861, 13.464, 13.624], [11.522, 14.452, 14.544], [11.619, 14.277, 15.917], [12.103, 13.019, 16.356], [12.543, 12.013, 15.491], [12.445, 12.311, 14.053], [12.906, 11.135, 12.658], [13.393, 9.410, 13.267], [12.611, 8.370, 13.793], [13.288, 7.459, 14.582], [14.619, 7.470, 14.791], [15.419, 8.474, 14.266], [14.834, 9.438, 13.468], [15.178, 11.106, 12.847], [15.922, 10.685, 11.086], [17.146, 9.694, 11.212], [16.147, 11.955, 10.294], [16.232, 12.072, 14.155], [16.898, 11.333, 15.355], [17.438, 12.600, 13.307], [10.151, 10.497, 11.773], [9.418, 10.637, 13.002], [8.495, 9.693, 13.346], [8.249, 8.559, 12.523], [9.121, 8.260, 11.458], [10.044, 9.242, 11.057], [11.325, 9.163, 9.737], [12.505, 7.856, 10.329], [13.766, 7.618, 9.476], [11.687, 6.551, 10.489], [10.871, 8.422, 8.063], [9.394, 8.623, 7.722], [11.932, 8.842, 7.038], [13.692, 16.902, 11.930], [13.462, 16.021, 13.509], [12.114, 16.697, 12.635], [13.945, 14.272, 11.977], [12.533, 16.164, 9.777], [12.795, 14.481, 9.441], [14.195, 15.486, 9.797], [10.245, 15.646, 12.391], [8.716, 13.270, 11.420], [8.185, 14.717, 12.329], [9.184, 13.564, 13.144], [8.844, 15.614, 9.897], [10.531, 15.216, 9.507], [10.224, 16.627, 10.501], [11.068, 15.382, 14.204], [11.225, 15.005, 16.587], [12.100, 12.780, 17.417], [13.123, 11.196, 15.881], [11.604, 8.237, 13.618], [12.580, 6.724, 14.988], [14.958, 6.766, 15.539], [16.461, 8.614, 14.568], [15.055, 10.132, 10.669], [18.097, 10.146, 11.411], [17.267, 9.181, 10.274], [16.921, 8.913, 11.996], [16.927, 12.677, 10.608], [15.189, 12.575, 10.195], [16.240, 11.702, 9.208], [15.506, 12.898, 14.420], [17.546, 10.490, 15.018], [16.146, 10.940, 16.030], [17.511, 12.062, 15.902], [18.065, 11.810, 12.842], [18.106, 13.200, 13.981], [16.982, 13.230, 12.556], [9.658, 11.400, 13.750], [7.967, 9.784, 14.274], [7.391, 7.941, 12.768], [8.858, 7.405, 10.855], [12.821, 8.184, 11.320], [13.507, 6.959, 8.697], [14.566, 7.211, 10.050], [13.960, 8.572, 8.981], [10.835, 6.323, 9.745], [11.201, 6.463, 11.490], [12.366, 5.680, 10.462], [10.988, 7.388, 8.209], [8.781, 8.574, 8.620], [9.124, 7.779, 7.138], [9.212, 9.469, 7.055], [11.575, 8.812, 6.021], [12.309, 9.884, 7.188], [12.801, 8.178, 7.086], [7.603, 11.140, 9.852], [8.707, 12.310, 9.091], [10.125, 12.201, 9.258], [10.897, 12.700, 8.154], [12.658, 12.452, 8.238], [10.323, 13.402, 7.110], [11.283, 13.835, 5.716], [8.956, 13.873, 7.173], [8.349, 15.095, 6.088], [8.175, 13.247, 8.147], [6.646, 13.908, 8.618]], "lumo_energy_ha": [-0.193, -0.296], "s_squared": 6.09, "gap_ev": [6.19, 5.45], "multiplicity": 5, "charge": 2}

Asked for max |F| across the records above, the calculation gives 5.11, 3.82 eV/A in order.